# 1
Computed, not measured: a 2-piece molecular cluster, C4H7I overall at a distorted geometry, with wB97M-V/def2-TZVPD.

Output
**ΔE to the lowest compared entry with this formula, charge and spin**: 51.8 kcal per mole
**Energy**: -454.17248 Eh
**E_LUMO**: 0.3 eV
**Max |F|**: 3.9 eV Å⁻¹
**HOMO-LUMO gap**: 9.03 eV
**E_HOMO**: -8.70 eV

Geometry (Å):
I: 1.328 1.737 -2.355
C: 0.077 0.196 0.545
C: 1.469 1.513 -0.275
C: -0.602 -1.281 0.529
C: -1.514 -1.565 -0.382
H: -0.251 -1.944 1.301
H: 0.479 0.335 1.542
H: -1.755 -0.864 -1.169
H: -2.062 -2.491 -0.389
H: 1.152 2.386 0.270
H: -0.740 0.884 0.359
H: 2.420 1.093 0.024

---

# 2
Computed, not measured: an isolated ion of composition C4H7IN and charge +1 at a distorted geometry, with wB97M-V/def2-TZVPD.

Output
**ΔE to the lowest compared entry with this formula, charge and spin**: 42.4 kcal per mole
**Energy**: -508.73626 Eh
**Structure (SMILES)**: CC(C)=[N+]=CI
**E_LUMO**: -4.7 eV
**Max |F|**: 4.7 eV Å⁻¹
**HOMO-LUMO gap**: 9.63 eV
**Net charge**: +1
**E_HOMO**: -14.30 eV

Geometry (Å):
I: -3.936 -0.027 0.289
N: -1.017 0.182 -0.190
C: 0.201 0.184 -0.007
C: -2.153 -0.069 -0.735
C: 0.698 -1.167 0.497
C: 1.231 1.276 0.031
H: -2.046 -0.554 -1.774
H: 0.960 -1.669 -0.449
H: 1.508 -1.044 1.115
H: 1.235 1.975 -0.890
H: 0.977 1.867 0.834
H: 2.274 0.951 0.309
H: 0.067 -1.905 0.970

---

# 3
Computed, not measured: an isolated ion of composition C4H7IN and charge +1 at a distorted geometry, with wB97M-V/def2-TZVPD.

Output
**ΔE to the lowest compared entry with this formula, charge and spin**: 57.5 kcal per mole
**Energy**: -508.71212 Eh
**Structure (SMILES)**: C=C[N@H+]1C[C@@H]1I
**E_LUMO**: -3.8 eV
**Max |F|**: 5.5 eV Å⁻¹
**HOMO-LUMO gap**: 10.42 eV
**Net charge**: +1
**E_HOMO**: -14.19 eV

Geometry (Å):
I: 3.342 0.169 -0.028
N: 0.220 0.014 0.299
C: -0.849 0.595 -0.403
C: -1.722 1.444 0.138
C: 1.462 -0.570 -0.460
C: 0.505 -1.424 0.301
H: -2.428 1.874 -0.406
H: -1.537 1.689 1.173
H: 1.098 -0.488 -1.529
H: -0.909 0.161 -1.450
H: -0.259 -2.106 -0.199
H: 0.293 0.391 1.259
H: 0.783 -1.750 1.306

---

# 4
Computed, not measured: an isolated molecule of C4H7IN2 at a distorted geometry, with wB97M-V/def2-TZVPD.

Output
**ΔE to the lowest compared entry with this formula, charge and spin**: 57.3 kcal per mole
**Energy**: -563.72140 Eh
**Structure (SMILES)**: CN1C=CCN1I
**E_LUMO (spin up / spin down)**: -0.6 / -0.6 eV
**Max |F|**: 3.5 eV Å⁻¹
**HOMO-LUMO gap (spin up / spin down)**: 7.35 / 7.36 eV
**E_HOMO (spin up / spin down)**: -7.92 / -7.92 eV

Geometry (Å):
I: 2.758 -0.088 -0.272
N: -0.291 -0.515 0.290
N: 0.576 0.168 0.954
C: -0.550 1.439 -0.590
C: 0.193 1.533 0.655
C: -0.762 0.162 -0.861
C: -0.163 -1.965 0.183
H: -1.327 -0.359 -1.596
H: 0.928 -2.034 0.060
H: 1.103 2.283 0.573
H: -0.394 1.814 1.573
H: -0.724 -2.249 -0.740
H: -0.615 -2.371 1.123
H: -0.732 2.183 -1.352

---

# 5
Computed, not measured: C4H7IN2OS as an isolated structure at a distorted geometry, with wB97M-V/def2-TZVPD.

Output
**ΔE to the lowest compared entry with this formula, charge and spin**: 55.6 kcal per mole
**Energy**: -1037.09016 Eh
**E_LUMO (spin up / spin down)**: -1.1 / 0.0 eV
**Max |F|**: 3.6 eV Å⁻¹
**HOMO-LUMO gap (spin up / spin down)**: 5.79 / 8.80 eV
**E_HOMO (spin up / spin down)**: -6.92 / -8.79 eV

Geometry (Å):
I: 3.150 0.641 -3.295
S: -1.174 0.248 2.337
O: 1.669 2.267 -1.096
N: 1.974 -0.413 -1.994
N: 0.750 0.971 0.497
C: 0.739 0.170 -1.781
C: -2.214 -1.274 2.028
C: 1.066 1.254 -0.836
C: 0.053 -0.028 1.103
H: -2.453 -1.984 2.778
H: -1.595 -1.864 1.366
H: 0.337 0.679 -2.705
H: 0.042 -0.650 -1.449
H: -3.066 -0.909 1.470
H: -0.006 -0.934 0.443
H: 0.726 1.825 1.134

---

# 6
Computed, not measured: a 2-piece molecular cluster, C4H7IS overall at a distorted geometry, with wB97M-V/def2-TZVPD.

Output
**ΔE to the lowest compared entry with this formula, charge and spin**: 85.2 kcal per mole
**Energy**: -852.31760 Eh
**E_LUMO**: -0.2 eV
**Max |F|**: 5.3 eV Å⁻¹
**HOMO-LUMO gap**: 8.75 eV
**E_HOMO**: -8.99 eV

Geometry (Å):
I: -3.169 0.889 -0.204
S: -0.156 -2.535 0.311
C: -0.263 1.038 0.788
C: -0.269 -2.603 -1.349
C: -1.056 1.280 -0.248
C: 1.231 1.135 0.421
H: -0.700 1.442 -1.301
H: -0.403 0.899 1.781
H: -1.243 -2.919 -1.467
H: 1.409 0.685 -0.609
H: 1.853 0.750 1.300
H: 1.627 2.156 0.123
H: 1.140 -2.218 0.453